[1]
DFT (ωB97M-V/def2-TZVPD) results for 6 unconnected molecules or ions with the total composition C49H106N6O6 at a distorted geometry.

The gap between HOMO and LUMO (spin up / spin down) is 6.5 / 2.5 eV. For the energy above the lowest of the compared OMol25 structures with the same formula, charge and spin, the calculation gives 185.92 kJ/mol.

Structure (ORCA input):
```
! wB97M-V def2-TZVPD RIJCOSX def2/J DEFGRID3
* xyz 1 2
C -0.491 0.126 -1.917
C 0.334 -0.236 -0.643
C -0.200 0.431 0.666
O -0.526 1.836 0.508
C 0.458 2.753 -0.114
N 0.448 -1.703 -0.552
H -0.014 -0.337 -2.781
H -0.486 1.188 -2.162
H -1.552 -0.117 -1.971
H 1.356 0.125 -0.757
H 0.507 0.190 1.460
H -1.162 0.004 0.950
H 1.421 2.301 -0.349
H 0.645 3.554 0.601
H -0.031 3.158 -1.000
H -0.299 -2.218 -0.108
H 0.667 -2.147 -1.432
C 3.051 4.039 2.863
C 4.179 3.310 2.089
C 3.769 1.791 2.089
C 4.627 1.007 1.123
C 4.451 1.664 -0.240
C 4.816 3.207 -0.374
N 4.098 3.874 0.708
O 4.303 5.204 0.562
C 6.408 3.393 -0.282
C 4.309 3.598 -1.822
C 5.529 3.590 2.859
H 2.865 3.691 3.879
H 2.068 3.745 2.494
H 3.285 5.103 2.843
H 3.962 1.315 3.051
H 2.711 1.621 1.891
H 4.194 0.009 1.061
H 5.665 0.978 1.452
H 3.463 1.424 -0.633
H 5.202 1.133 -0.825
H 6.707 3.414 -1.330
H 6.751 4.394 -0.019
H 6.918 2.572 0.222
H 3.226 3.578 -1.937
H 4.566 4.641 -2.009
H 4.822 2.966 -2.546
H 5.844 4.589 2.559
H 6.438 3.035 2.628
H 5.498 3.508 3.946
H 3.679 5.437 -0.129
C -1.332 -6.122 5.311
C -0.838 -5.378 4.006
C 0.649 -5.943 3.823
C 1.267 -5.697 2.548
C 0.359 -6.115 1.346
C -1.070 -5.568 1.425
N -1.612 -5.817 2.816
O -2.973 -5.574 2.907
C -1.119 -4.086 1.007
C -1.915 -6.368 0.409
C -0.932 -3.913 4.176
H -0.812 -5.751 6.195
H -1.139 -7.193 5.243
H -2.394 -5.975 5.503
H 1.239 -5.529 4.641
H 0.567 -7.023 3.941
H 2.250 -6.043 2.227
H 1.435 -4.620 2.539
H 0.441 -7.193 1.215
H 0.846 -5.713 0.457
H -1.018 -3.917 -0.065
H -1.971 -3.507 1.362
H -0.248 -3.505 1.311
H -2.216 -7.364 0.733
H -2.865 -5.947 0.078
H -1.454 -6.563 -0.560
H -0.403 -3.484 3.325
H -0.659 -3.418 5.108
H -1.965 -3.569 4.130
H -3.299 -6.283 2.348
C 1.321 -6.579 -2.387
C 0.517 -5.900 -3.464
C -0.526 -7.053 -3.831
C -1.507 -6.545 -4.903
C -2.214 -5.321 -4.345
C -1.327 -4.173 -3.750
N -0.224 -4.747 -2.929
O 0.613 -3.749 -2.491
C -0.771 -3.266 -4.967
C -2.127 -3.414 -2.696
C 1.420 -5.583 -4.685
H 2.211 -6.031 -2.077
H 1.643 -7.562 -2.730
H 0.602 -6.817 -1.603
H -0.029 -7.909 -4.289
H -1.060 -7.353 -2.930
H -2.184 -7.353 -5.179
H -1.109 -6.151 -5.838
H -2.886 -5.702 -3.575
H -2.960 -5.140 -5.119
H 0.035 -3.750 -5.518
H -1.530 -3.094 -5.730
H -0.394 -2.331 -4.552
H -1.712 -2.491 -2.294
H -2.966 -3.030 -3.277
H -2.416 -4.047 -1.857
H 1.834 -4.575 -4.699
H 0.856 -5.787 -5.595
H 2.288 -6.216 -4.869
H 0.623 -3.945 -1.551
C -0.773 3.341 7.919
C -0.879 2.976 6.398
C 0.568 2.617 5.997
C 0.699 1.798 4.658
C -0.326 0.747 4.627
C -1.780 1.100 5.065
N -1.730 1.800 6.369
O -3.081 2.142 6.737
C -2.550 1.866 3.994
C -2.454 -0.335 5.200
C -1.450 4.336 5.683
H -0.230 4.279 8.038
H -1.749 3.420 8.397
H -0.332 2.572 8.554
H 1.158 3.460 5.637
H 1.060 2.089 6.814
H 0.797 2.359 3.729
H 1.633 1.240 4.728
H 0.097 -0.054 5.233
H -0.309 0.519 3.562
H -2.281 2.877 3.686
H -3.620 1.902 4.198
H -2.343 1.364 3.049
H -2.487 -0.745 4.191
H -3.503 -0.257 5.483
H -1.834 -1.012 5.788
H -0.825 5.210 5.868
H -1.094 4.159 4.668
H -2.527 4.496 5.628
H -3.171 1.575 7.507
C -3.318 2.776 -4.749
C -2.305 3.859 -5.016
C -2.480 4.246 -6.522
C -2.010 5.575 -7.074
C -2.365 6.730 -6.174
C -2.235 6.480 -4.675
N -2.680 5.072 -4.161
O -2.653 4.803 -2.798
C -0.726 6.699 -4.245
C -3.221 7.559 -3.932
C -0.868 3.468 -4.639
H -4.356 3.009 -4.987
H -3.467 2.588 -3.686
H -2.987 1.854 -5.227
H -1.865 3.471 -6.980
H -3.513 3.989 -6.755
H -2.250 5.730 -8.126
H -0.944 5.364 -7.150
H -3.415 6.882 -6.421
H -1.809 7.544 -6.639
H -0.580 7.771 -4.113
H -0.386 6.248 -3.313
H 0.028 6.422 -4.981
H -3.265 8.556 -4.371
H -4.157 7.144 -4.306
H -3.287 7.555 -2.844
H -0.119 4.118 -5.092
H -0.550 2.430 -4.733
H -0.670 3.557 -3.571
H -3.551 4.709 -2.473
*
```

***

[2]
DFT (ωB97M-V/def2-TZVPD) results for 5 unconnected molecules or ions with the total composition C49H109F2NO7P3S2 at a distorted geometry.

The gap between HOMO and LUMO is 9.5 eV. For the energy above the lowest of the compared OMol25 structures with the same formula, charge and spin, the calculation gives 915.84 kJ/mol.

Structure (ORCA input):
```
! wB97M-V def2-TZVPD RIJCOSX def2/J DEFGRID3
* xyz 1 1
C -2.161 17.349 -20.622
C -3.386 16.952 -19.759
C -4.056 15.558 -19.899
C -4.316 15.114 -21.340
P -5.003 13.407 -21.437
C -3.710 12.337 -20.762
C -2.287 12.667 -21.223
C -1.214 12.256 -20.222
C -0.988 13.303 -19.093
C -4.986 12.982 -23.177
C -5.864 13.770 -24.131
C -5.587 13.284 -25.567
C -6.244 11.967 -26.034
C -6.679 13.449 -20.662
C -7.518 14.666 -21.137
C -8.849 14.704 -20.464
C -9.937 15.604 -21.109
H -1.895 18.343 -20.266
H -2.208 17.302 -21.711
H -1.299 16.692 -20.473
H -4.132 17.747 -19.870
H -3.116 17.138 -18.716
H -4.990 15.523 -19.336
H -3.310 14.887 -19.467
H -3.388 15.113 -21.918
H -4.792 15.930 -21.890
H -3.972 11.291 -20.913
H -3.830 12.552 -19.693
H -2.024 13.623 -21.679
H -2.143 12.091 -22.145
H -0.225 12.161 -20.678
H -1.375 11.239 -19.860
H -1.743 13.145 -18.321
H -0.966 14.319 -19.480
H -0.042 12.984 -18.657
H -5.173 11.912 -23.284
H -3.936 13.125 -23.451
H -5.719 14.847 -24.045
H -6.882 13.544 -23.809
H -4.524 13.260 -25.825
H -5.889 14.071 -26.265
H -6.026 11.662 -27.055
H -7.323 11.990 -25.875
H -5.958 11.138 -25.383
H -6.434 13.462 -19.599
H -7.159 12.535 -21.009
H -7.611 14.625 -22.223
H -7.033 15.611 -20.879
H -8.662 15.163 -19.490
H -9.259 13.703 -20.323
H -10.148 15.402 -22.155
H -9.805 16.642 -20.788
H -10.814 15.495 -20.462
C -10.318 15.762 -18.495
C -9.382 16.937 -18.675
C -8.634 17.378 -17.390
C -7.340 16.551 -17.118
P -6.508 16.908 -15.598
C -7.548 16.380 -14.167
C -8.044 14.887 -14.248
C -9.513 14.818 -14.685
C -9.961 13.389 -15.114
C -4.801 16.295 -15.724
C -3.872 16.379 -14.462
C -2.739 15.335 -14.590
C -3.200 13.914 -14.988
C -6.380 18.743 -15.588
C -5.665 19.411 -16.819
C -4.684 20.476 -16.329
C -3.461 19.792 -15.680
H -10.849 15.432 -19.389
H -11.156 15.970 -17.815
H -10.007 14.877 -17.932
H -9.853 17.816 -19.116
H -8.675 16.656 -19.461
H -9.271 17.379 -16.502
H -8.441 18.451 -17.455
H -6.617 16.622 -17.931
H -7.604 15.498 -16.959
H -8.362 17.094 -14.038
H -6.885 16.581 -13.322
H -7.955 14.576 -13.207
H -7.531 14.125 -14.841
H -9.776 15.444 -15.544
H -10.161 15.239 -13.913
H -9.385 13.049 -15.976
H -11.030 13.350 -15.308
H -9.639 12.782 -14.264
H -4.367 16.850 -16.555
H -4.896 15.243 -16.005
H -4.348 16.179 -13.500
H -3.431 17.364 -14.320
H -2.151 15.372 -13.673
H -2.061 15.601 -15.406
H -3.589 13.912 -16.002
H -3.913 13.562 -14.240
H -2.392 13.196 -14.845
H -5.872 18.893 -14.629
H -7.299 19.305 -15.417
H -6.380 19.959 -17.429
H -5.081 18.607 -17.263
H -5.101 21.270 -15.704
H -4.398 21.134 -17.154
H -2.698 20.573 -15.759
H -3.059 18.951 -16.243
H -3.494 19.625 -14.605
C -8.857 8.265 -11.709
C -10.018 9.193 -12.203
C -11.018 8.425 -13.085
C -10.462 7.748 -14.373
P -9.929 8.962 -15.663
C -9.991 8.145 -17.340
C -9.926 6.598 -17.279
C -9.660 6.007 -18.663
C -10.487 6.378 -19.900
C -10.935 10.459 -15.767
C -10.663 11.357 -17.021
C -11.722 12.409 -17.155
C -11.341 13.421 -18.215
C -8.190 9.462 -15.523
C -7.143 8.358 -15.180
C -5.693 8.739 -15.543
C -4.774 7.534 -15.393
H -7.853 8.599 -11.964
H -8.959 7.210 -11.966
H -8.906 8.229 -10.619
H -9.536 10.034 -12.702
H -10.659 9.563 -11.403
H -11.910 9.024 -13.290
H -11.508 7.590 -12.576
H -11.359 7.389 -14.885
H -9.804 6.934 -14.082
H -9.130 8.546 -17.873
H -10.878 8.523 -17.848
H -10.868 6.289 -16.817
H -9.142 6.288 -16.587
H -9.809 4.938 -18.492
H -8.606 6.223 -18.851
H -10.016 6.410 -20.881
H -10.983 7.313 -19.640
H -11.096 5.492 -20.090
H -10.850 10.980 -14.811
H -11.987 10.151 -15.753
H -10.497 10.804 -17.946
H -9.723 11.856 -16.766
H -11.921 12.857 -16.178
H -12.672 11.907 -17.364
H -12.067 14.231 -18.275
H -11.263 12.996 -19.219
H -10.306 13.733 -18.050
H -8.185 10.273 -14.787
H -7.954 9.983 -16.454
H -7.561 7.550 -15.787
H -7.224 8.081 -14.129
H -5.351 9.530 -14.876
H -5.619 9.011 -16.596
H -4.831 6.918 -14.491
H -3.733 7.849 -15.474
H -4.956 6.758 -16.141
O -5.552 12.585 -17.660
C -6.538 13.015 -16.796
O -6.319 12.799 -15.560
O -7.541 13.640 -17.193
H -5.241 12.206 -16.780
N -6.307 9.930 -21.558
S -7.537 9.865 -22.704
O -7.868 11.167 -23.231
O -8.481 8.762 -22.706
F -6.529 9.327 -23.836
S -7.257 9.786 -20.363
O -7.249 8.427 -19.828
O -8.415 10.651 -20.171
F -6.318 10.552 -19.293
*
```